ORCA calculation (ωB97M-V/def2-TZVPD) on the molecule C17H18N4O3S in a non-equilibrium geometry.

Computed properties:
total energy = -40859.3781 eV
lowest unoccupied orbital energy = 0.6 eV
structure (SMILES) = Cc1cc(NC(=O)CSc2nc(Cc3ccc(O)cc3)c(C)[nH]2)no1

Geometry (Å):
C (2.003, 1.363, -3.190)
C (0.688, 1.324, -2.509)
C (-0.321, 0.403, -2.503)
C (-1.299, 0.993, -1.666)
N (-2.536, 0.506, -1.301)
C (-2.862, -0.816, -1.217)
O (-2.203, -1.709, -1.686)
C (-4.168, -1.084, -0.483)
S (-4.494, 0.107, 0.862)
C (-2.885, 0.098, 1.558)
N (-2.167, -0.964, 1.792)
C (-0.946, -0.510, 2.194)
C (0.168, -1.460, 2.493)
C (1.244, -1.329, 1.448)
C (0.958, -1.621, 0.118)
C (1.917, -1.472, -0.861)
C (3.187, -1.012, -0.526)
O (4.101, -0.841, -1.530)
C (3.486, -0.727, 0.798)
C (2.517, -0.888, 1.773)
C (-0.935, 0.864, 2.198)
C (0.119, 1.860, 2.507)
N (-2.190, 1.241, 1.789)
N (-0.896, 2.161, -1.218)
O (0.338, 2.371, -1.744)
H (2.458, 2.338, -3.044)
H (2.662, 0.596, -2.787)
H (1.880, 1.175, -4.255)
H (-0.384, -0.542, -2.995)
H (-3.137, 1.175, -0.834)
H (-5.013, -1.009, -1.169)
H (-4.128, -2.088, -0.062)
H (0.578, -1.261, 3.485)
H (-0.249, -2.468, 2.479)
H (-0.029, -1.968, -0.151)
H (1.703, -1.711, -1.890)
H (4.947, -0.573, -1.153)
H (4.475, -0.378, 1.065)
H (2.766, -0.669, 2.802)
H (0.306, 2.485, 1.633)
H (1.040, 1.351, 2.774)
H (-0.184, 2.505, 3.332)
H (-2.516, 2.187, 1.672)

***

ORCA calculation (ωB97M-V/def2-TZVPD) on the molecule C17H18N4O4S2 in a non-equilibrium geometry.

Computed properties:
total energy = -53741.5974 eV
lowest unoccupied orbital energy = 0.4 eV
structure (SMILES) = CN(C(=O)CSc1nnc(-c2c[nH]c3ccccc23)o1)[C@H]1CCS(=O)(=O)C1

Geometry (Å):
C (1.486, -0.564, -2.187)
N (1.747, -1.119, -0.877)
C (2.698, -0.622, -0.046)
O (2.913, -1.093, 1.052)
C (3.487, 0.572, -0.569)
S (4.344, 1.395, 0.820)
C (2.962, 1.641, 1.823)
N (2.933, 1.907, 3.088)
N (1.636, 2.004, 3.434)
C (0.928, 1.797, 2.365)
C (-0.495, 1.764, 2.241)
C (-1.399, 1.683, 3.273)
N (-2.661, 1.637, 2.774)
C (-2.615, 1.697, 1.407)
C (-3.636, 1.689, 0.466)
C (-3.281, 1.783, -0.863)
C (-1.944, 1.894, -1.252)
C (-0.926, 1.897, -0.323)
C (-1.256, 1.783, 1.026)
O (1.722, 1.570, 1.279)
C (0.947, -2.216, -0.349)
C (-0.421, -1.742, 0.194)
C (-1.402, -1.584, -0.945)
S (-0.946, -2.937, -2.084)
O (-0.781, -2.425, -3.421)
O (-1.827, -4.056, -1.916)
C (0.691, -3.322, -1.351)
H (1.035, 0.430, -2.115)
H (2.413, -0.484, -2.758)
H (0.803, -1.202, -2.741)
H (4.274, 0.243, -1.247)
H (2.854, 1.303, -1.069)
H (-1.197, 1.649, 4.325)
H (-3.501, 1.580, 3.325)
H (-4.671, 1.622, 0.767)
H (-4.049, 1.783, -1.621)
H (-1.712, 1.986, -2.303)
H (0.106, 2.001, -0.622)
H (1.534, -2.592, 0.499)
H (-0.291, -0.811, 0.746)
H (-0.786, -2.501, 0.888)
H (-1.296, -0.645, -1.478)
H (-2.434, -1.729, -0.646)
H (0.584, -4.286, -0.864)
H (1.432, -3.381, -2.141)

***

ORCA calculation (ωB97M-V/def2-TZVPD) on a structure of composition C17H18N5OsS2.

Computed properties:
total charge = +3
total energy = -49477.9780 eV
lowest unoccupied orbital energy (alpha / beta) = -12.9 / -12.8 eV

Geometry (Å):
Os (0.484, 1.052, -1.227)
C (3.632, -1.801, 2.939)
C (3.473, -2.768, 1.784)
N (3.017, -2.201, 0.478)
C (2.187, -1.244, 0.196)
S (1.945, -0.773, -1.478)
N (1.504, -0.584, 1.204)
N (0.800, 0.348, 0.697)
C (0.004, 1.231, 1.352)
C (-0.530, 1.084, 2.708)
C (-0.170, 2.199, 0.314)
C (-0.474, 3.537, 0.516)
C (-0.548, 4.604, -0.394)
C (-0.305, 4.675, -1.760)
C (0.100, 3.666, -2.656)
N (0.277, 2.428, -2.310)
H (4.069, -2.360, 3.764)
H (2.689, -1.384, 3.280)
H (4.313, -0.987, 2.688)
H (2.801, -3.592, 2.030)
H (4.436, -3.219, 1.547)
H (3.427, -2.662, -0.329)
H (-0.444, 0.057, 3.059)
H (-1.566, 1.424, 2.751)
H (0.046, 1.720, 3.396)
H (-0.658, 3.821, 1.550)
H (-0.821, 5.550, 0.061)
H (-0.429, 5.650, -2.220)
H (0.268, 3.927, -3.701)
S (-2.933, -0.524, -3.660)
C (-1.624, 0.383, -3.160)
N (-1.093, 0.036, -1.990)
C (-1.774, -1.056, -1.417)
C (-1.502, -1.723, -0.222)
C (-2.300, -2.787, 0.135)
C (-3.365, -3.204, -0.678)
C (-3.642, -2.558, -1.860)
C (-2.833, -1.481, -2.222)
H (-1.237, 1.179, -3.772)
H (-0.683, -1.426, 0.412)
H (-2.103, -3.313, 1.059)
H (-3.972, -4.047, -0.378)
H (-4.464, -2.875, -2.487)

***

ORCA calculation (ωB97M-V/def2-TZVPD) on a structure of composition C17H19BN6O2Pd in a non-equilibrium geometry.

Computed properties:
total charge = +4
total energy = -35079.5342 eV
lowest unoccupied orbital energy (alpha / beta) = -15.6 / -17.1 eV
⟨S²⟩ = 6.05
spin multiplicity = 5

Geometry (Å):
C (2.977, 0.058, -0.185)
N (1.777, 0.001, -0.770)
N (1.946, -0.018, -2.149)
C (3.275, 0.012, -2.399)
C (3.962, 0.074, -1.184)
B (0.685, 0.092, -3.087)
N (-0.302, -1.068, -2.689)
N (-0.729, -1.155, -1.364)
C (-1.692, -2.086, -1.285)
C (-1.911, -2.621, -2.560)
C (-1.016, -1.964, -3.411)
Pd (-0.107, -0.032, 0.200)
N (-0.033, 1.403, -2.562)
N (-0.393, 1.482, -1.228)
C (-0.963, 2.673, -1.005)
C (-0.989, 3.387, -2.207)
C (-0.388, 2.560, -3.160)
H (-1.300, 2.918, -0.011)
H (-0.201, 2.708, -4.210)
H (-1.400, 4.369, -2.352)
H (0.942, 0.133, -4.256)
H (-0.835, -2.105, -4.469)
H (3.644, -0.023, -3.409)
H (-2.634, -3.386, -2.802)
H (5.022, 0.126, -1.015)
H (-2.152, -2.285, -0.328)
H (3.074, 0.049, 0.889)
H (-2.145, -0.479, 1.600)
C (-2.045, -1.333, 2.285)
H (-2.810, -2.084, 2.065)
H (-1.047, -1.761, 2.157)
H (-2.154, -0.985, 3.316)
O (1.078, -0.925, 2.196)
C (0.883, 0.265, 2.591)
O (0.413, 1.201, 1.808)
C (1.090, 0.679, 4.020)
C (1.035, 2.041, 4.308)
C (1.077, 2.483, 5.634)
C (1.220, 1.564, 6.681)
C (1.313, 0.195, 6.383)
C (1.263, -0.249, 5.058)
H (0.930, 2.747, 3.483)
H (1.002, 3.550, 5.840)
H (1.265, 1.916, 7.715)
H (1.428, -0.521, 7.196)
H (1.343, -1.305, 4.806)

***

ORCA calculation (ωB97M-V/def2-TZVPD) on a structure of composition C17H19Cl2GaN3 in a non-equilibrium geometry.

Computed properties:
total charge = -1
total energy = -99829.0804 eV
lowest unoccupied orbital energy (alpha / beta) = 2.7 / 2.9 eV

Geometry (Å):
Ga (1.681, -0.171, -1.817)
Cl (0.433, -1.813, -2.473)
Cl (1.401, 1.853, -1.042)
C (2.684, -0.929, -0.232)
H (3.474, -0.239, 0.053)
H (3.067, -1.917, -0.493)
C (-1.008, 1.312, -3.493)
C (0.097, 0.967, -4.068)
H (-1.043, 1.771, -2.499)
C (0.144, 0.284, -5.408)
H (1.083, 1.318, -3.695)
C (-1.242, -0.084, -5.992)
H (0.649, 0.947, -6.127)
H (0.778, -0.609, -5.346)
C (-2.356, -0.148, -4.952)
H (-1.497, 0.680, -6.737)
H (-1.168, -1.020, -6.553)
C (-2.335, 1.179, -4.182)
H (-3.321, -0.329, -5.444)
H (-2.149, -0.977, -4.263)
H (-2.473, 1.990, -4.916)
H (-3.191, 1.252, -3.506)
N (-1.188, 1.751, 8.792)
C (-0.898, 1.372, 7.714)
C (-0.522, 0.857, 6.428)
C (-0.707, 1.592, 5.247)
C (-0.287, 1.078, 4.010)
C (0.287, -0.197, 3.966)
C (0.449, -0.945, 5.139)
C (0.059, -0.412, 6.364)
N (0.720, -0.777, 2.756)
C (1.000, -2.142, 2.598)
C (1.499, -2.336, 1.375)
N (1.695, -1.079, 0.812)
C (1.070, -0.164, 1.604)
H (-1.178, 2.571, 5.306)
H (-0.425, 1.646, 3.089)
H (0.901, -1.935, 5.116)
H (0.216, -0.991, 7.273)
H (0.859, -2.866, 3.365)
H (1.811, -3.219, 0.852)
H (0.933, 0.880, 1.380)

***

ORCA calculation (ωB97M-V/def2-TZVPD) on the molecule C17H19F3N2O2.

Computed properties:
total energy = -33166.0812 eV
lowest unoccupied orbital energy = 0.3 eV
structure (SMILES) = Cc1cc(C)cc(NC(=O)[C@@H]2CCCN2/C=C/C(=O)C(F)(F)F)c1

Geometry (Å):
C (-3.358, -1.718, -2.748)
C (-3.136, -1.205, -1.359)
C (-4.086, -1.387, -0.367)
C (-3.871, -0.937, 0.931)
C (-4.910, -1.160, 1.987)
C (-2.681, -0.294, 1.225)
C (-1.721, -0.097, 0.236)
N (-0.532, 0.557, 0.611)
C (0.440, 1.054, -0.187)
O (0.449, 1.044, -1.395)
C (1.591, 1.719, 0.601)
C (1.414, 3.248, 0.606)
C (2.829, 3.781, 0.379)
C (3.411, 2.745, -0.576)
N (2.848, 1.505, -0.086)
C (3.362, 0.307, -0.314)
C (2.846, -0.894, 0.087)
C (3.551, -2.092, -0.208)
O (4.618, -2.222, -0.774)
C (2.793, -3.351, 0.301)
F (2.555, -3.278, 1.629)
F (1.584, -3.474, -0.281)
F (3.448, -4.490, 0.088)
C (-1.947, -0.553, -1.052)
H (-4.401, -1.981, -2.906)
H (-3.064, -0.972, -3.483)
H (-2.750, -2.606, -2.915)
H (-5.013, -1.892, -0.601)
H (-4.677, -0.603, 2.891)
H (-4.965, -2.218, 2.239)
H (-5.891, -0.852, 1.629)
H (-2.495, 0.060, 2.231)
H (-0.437, 0.692, 1.609)
H (1.659, 1.310, 1.617)
H (0.773, 3.539, -0.227)
H (0.970, 3.607, 1.532)
H (3.389, 3.785, 1.315)
H (2.833, 4.785, -0.038)
H (3.068, 2.930, -1.601)
H (4.500, 2.705, -0.565)
H (4.300, 0.285, -0.854)
H (1.906, -0.974, 0.606)
H (-1.201, -0.405, -1.814)

***

ORCA calculation (ωB97M-V/def2-TZVPD) on a cluster of 2 separate species, C17H19N2O2 in total in a non-equilibrium geometry.

Computed properties:
total charge = +1
total energy = -25002.9977 eV
lowest unoccupied orbital energy = -4.7 eV

Geometry (Å):
C (-5.967, 1.027, 2.560)
C (-5.098, -0.201, 2.294)
C (-3.705, 0.304, 2.493)
C (-3.794, 1.680, 2.805)
O (-5.070, 2.146, 2.881)
C (-2.639, 2.444, 3.057)
C (-1.426, 1.792, 3.048)
C (-1.293, 0.379, 2.768)
C (-0.037, -0.302, 2.839)
C (1.207, 0.283, 2.500)
C (2.437, -0.400, 2.730)
C (3.633, 0.249, 2.536)
C (3.672, 1.606, 2.136)
O (4.908, 2.167, 2.202)
C (5.837, 1.115, 2.668)
C (5.031, -0.170, 2.847)
C (2.493, 2.272, 1.746)
C (1.301, 1.581, 1.858)
C (-2.486, -0.338, 2.482)
H (-6.548, 1.316, 1.678)
H (-6.645, 0.881, 3.407)
H (-5.320, -1.019, 2.987)
H (-5.235, -0.572, 1.273)
H (-2.729, 3.510, 3.262)
H (-0.528, 2.371, 3.285)
H (-0.026, -1.234, 3.401)
H (2.462, -1.423, 3.105)
H (6.624, 1.008, 1.915)
H (6.289, 1.440, 3.611)
H (5.077, -0.564, 3.864)
H (5.376, -0.947, 2.158)
H (2.535, 3.288, 1.366)
H (0.381, 2.050, 1.500)
H (-2.455, -1.397, 2.236)
N (0.119, -2.523, 2.328)
N (0.900, -3.611, 2.885)
H (0.525, -2.220, 1.461)
H (-0.830, -2.856, 2.211)
H (1.881, -3.356, 2.837)
H (0.685, -3.662, 3.882)

***

ORCA calculation (ωB97M-V/def2-TZVPD) on a cluster of 3 separate species, C17H19N3O4S in total in a non-equilibrium geometry.

Computed properties:
total energy = -41430.8881 eV
lowest unoccupied orbital energy = 0.5 eV
structure (SMILES) = N#CO[C@H]1OC(=O)O[C@H]1CCCS.c1ccncc1.c1ccncc1

Geometry (Å):
N (-3.461, 0.640, 4.238)
C (-3.910, -0.321, 3.789)
O (-4.267, -1.409, 3.184)
C (-3.675, -2.563, 3.769)
O (-4.401, -3.737, 3.512)
C (-3.496, -4.755, 3.545)
O (-3.723, -5.897, 3.356)
O (-2.250, -4.256, 3.835)
C (-2.244, -2.900, 3.385)
C (-1.889, -2.731, 1.922)
C (-0.402, -2.961, 1.555)
C (0.428, -3.711, 2.592)
S (2.108, -3.885, 1.922)
H (-3.678, -2.427, 4.857)
H (-1.594, -2.252, 3.974)
H (-2.544, -3.374, 1.327)
H (-2.149, -1.708, 1.643)
H (-0.379, -3.561, 0.643)
H (0.055, -2.004, 1.311)
H (0.001, -4.699, 2.752)
H (0.465, -3.223, 3.564)
H (2.829, -3.987, 3.045)
C (2.877, 1.093, -1.748)
C (1.746, 1.740, -1.278)
C (0.763, 0.982, -0.662)
N (0.842, -0.339, -0.496)
C (1.937, -0.945, -0.955)
C (2.977, -0.279, -1.584)
H (3.665, 1.652, -2.237)
H (1.628, 2.807, -1.393)
H (-0.137, 1.450, -0.279)
H (1.974, -2.019, -0.806)
H (3.843, -0.824, -1.934)
C (1.192, 6.531, -5.081)
C (1.265, 5.375, -5.841)
C (1.581, 4.185, -5.203)
N (1.822, 4.089, -3.897)
C (1.748, 5.210, -3.182)
C (1.438, 6.449, -3.721)
H (0.947, 7.479, -5.542)
H (1.081, 5.392, -6.907)
H (1.646, 3.258, -5.762)
H (1.950, 5.107, -2.120)
H (1.392, 7.325, -3.089)

***

ORCA calculation (ωB97M-V/def2-TZVPD) on the molecule C17H19N3O4S.

Computed properties:
total energy = -41432.9701 eV
lowest unoccupied orbital energy = 0.4 eV
structure (SMILES) = CC(=O)Nc1ccc(S(=O)(=O)NNC(=O)CCc2ccccc2)cc1

Geometry (Å):
C (-4.723, -3.965, -0.101)
C (-4.628, -2.457, -0.189)
O (-5.493, -1.760, -0.656)
N (-3.446, -1.987, 0.330)
C (-2.985, -0.678, 0.417)
C (-3.698, 0.407, -0.097)
C (-3.173, 1.680, 0.003)
C (-1.953, 1.871, 0.623)
S (-1.236, 3.503, 0.643)
O (-0.102, 3.512, 1.524)
O (-2.252, 4.496, 0.786)
N (-0.551, 3.721, -0.916)
N (0.583, 2.919, -1.062)
C (0.453, 1.617, -1.442)
O (-0.585, 1.206, -1.924)
C (1.698, 0.767, -1.314)
C (2.620, 1.126, -0.140)
C (3.579, -0.006, 0.112)
C (3.211, -1.066, 0.931)
C (4.072, -2.128, 1.139)
C (5.314, -2.144, 0.527)
C (5.689, -1.094, -0.293)
C (4.825, -0.033, -0.499)
C (-1.243, 0.813, 1.154)
C (-1.758, -0.463, 1.050)
H (-3.913, -4.426, -0.663)
H (-4.660, -4.288, 0.936)
H (-5.673, -4.286, -0.517)
H (-2.813, -2.681, 0.704)
H (-4.647, 0.239, -0.578)
H (-3.701, 2.535, -0.388)
H (-1.218, 3.503, -1.650)
H (1.322, 3.218, -0.442)
H (2.251, 0.834, -2.254)
H (1.357, -0.266, -1.218)
H (3.183, 2.033, -0.368)
H (2.022, 1.303, 0.757)
H (2.243, -1.054, 1.413)
H (3.776, -2.944, 1.783)
H (5.988, -2.972, 0.690)
H (6.657, -1.100, -0.772)
H (5.123, 0.786, -1.138)
H (-0.304, 1.007, 1.647)
H (-1.209, -1.302, 1.455)

***

ORCA calculation (ωB97M-V/def2-TZVPD) on a structure of composition C17H19N5OPd in a non-equilibrium geometry.

Computed properties:
total charge = +2
total energy = -30902.2978 eV
lowest unoccupied orbital energy = -6.7 eV

Geometry (Å):
Pd (0.200, -0.389, -0.419)
C (2.745, 0.699, -1.209)
N (2.148, -0.578, -0.686)
C (2.809, -1.168, 0.527)
C (1.746, -1.669, 1.463)
N (0.455, -1.614, 1.166)
C (-0.236, -2.132, 2.263)
C (-1.596, -2.310, 2.503)
C (-1.954, -2.869, 3.712)
C (-0.994, -3.248, 4.664)
C (0.354, -3.081, 4.436)
C (0.708, -2.515, 3.217)
N (1.951, -2.203, 2.671)
C (1.631, 1.573, -1.710)
N (0.370, 1.170, -1.694)
C (-0.397, 2.202, -2.237)
C (-1.763, 2.307, -2.486)
C (-2.203, 3.476, -3.069)
C (-1.319, 4.516, -3.404)
C (0.036, 4.416, -3.173)
C (0.473, 3.235, -2.586)
N (1.750, 2.796, -2.233)
H (3.449, 0.475, -2.012)
H (3.296, 1.192, -0.409)
H (2.222, -1.266, -1.434)
H (3.414, -0.405, 1.017)
H (3.474, -1.978, 0.225)
H (-2.348, -2.041, 1.777)
H (-3.001, -3.025, 3.933)
H (-1.324, -3.687, 5.596)
H (1.096, -3.379, 5.165)
H (2.846, -2.364, 3.107)
H (-2.445, 1.506, -2.245)
H (-3.256, 3.597, -3.282)
H (-1.713, 5.413, -3.862)
H (0.720, 5.209, -3.444)
H (2.609, 3.305, -2.372)
C (-2.794, -1.142, -0.827)
O (-1.862, -0.187, -0.246)
H (-3.788, -0.949, -0.433)
H (-2.479, -2.154, -0.584)
H (-2.788, -0.993, -1.904)
H (-2.239, 0.262, 0.518)

***

ORCA calculation (ωB97M-V/def2-TZVPD) on a structure of composition C17H19N6O4PtS2 in a non-equilibrium geometry.

Computed properties:
total charge = +3
total energy = -59959.4698 eV
lowest unoccupied orbital energy = -10.9 eV

Geometry (Å):
Pt (0.130, -0.508, 0.010)
O (3.769, 1.210, 0.237)
C (2.652, 0.898, -0.016)
N (1.842, 0.028, 0.743)
C (2.282, -0.661, 1.894)
O (3.392, -0.680, 2.318)
C (1.130, -1.372, 2.542)
C (1.217, -1.885, 3.819)
C (0.095, -2.481, 4.376)
C (-1.082, -2.535, 3.635)
C (-1.101, -2.007, 2.363)
N (-0.004, -1.446, 1.819)
C (1.893, 1.382, -1.215)
C (2.369, 2.382, -2.035)
C (1.609, 2.762, -3.132)
C (0.401, 2.117, -3.380)
C (-0.022, 1.124, -2.524)
N (0.718, 0.770, -1.456)
H (2.155, -1.789, 4.350)
H (0.127, -2.880, 5.381)
H (-1.982, -2.977, 4.040)
H (-2.009, -2.009, 1.779)
H (3.322, 2.836, -1.795)
H (1.954, 3.550, -3.789)
H (-0.210, 2.377, -4.233)
H (-0.951, 0.595, -2.688)
C (-3.084, 3.028, 0.999)
O (-3.347, 1.770, 0.276)
C (-2.405, 0.920, 0.123)
O (-1.231, 1.062, 0.531)
N (-2.770, -0.198, -0.556)
N (-1.787, -1.181, -0.766)
H (-4.066, 3.400, 1.261)
H (-2.579, 3.711, 0.322)
H (-2.485, 2.824, 1.880)
H (-3.708, -0.317, -0.919)
H (-1.696, -1.398, -1.759)
H (-2.065, -2.039, -0.292)
S (1.191, -2.052, -1.284)
C (1.629, -3.568, -0.522)
N (2.511, -4.305, -1.127)
C (2.873, -5.592, -0.502)
C (1.802, -5.875, 0.557)
S (0.958, -4.278, 0.881)
H (2.993, -3.991, -1.964)
H (3.869, -5.495, -0.070)
H (2.903, -6.370, -1.262)
H (2.229, -6.231, 1.490)
H (1.049, -6.582, 0.217)